[1]
Entry from OMol25: C10H33Li2N6O10 as an isolated structure (ωB97M-V/def2-TZVPD).

Calculated values
LUMO in eV: -4.1
Highest occupied orbital energy in eV: -11.601
ΔE to the lowest compared entry with this formula, charge and spin in kJ/mol: 126.6
Calculated total energy in Ha: -1496.747228
Orbital gap in eV: 7.5
Charge: +1

Element x y z (Å)
N  3.003223  3.026161  3.209577
H  2.127934  -4.062935  -2.006770
H  3.644799  -0.411071  1.001776
H  -1.708233  -3.135063  -2.329835
H  -5.532740  -1.209522  0.085063
C  4.190733  -0.968144  -1.036270
H  2.673600  3.470354  4.051928
H  3.424020  1.994398  0.911851
H  -5.088716  -1.742869  -1.607948
O  0.719355  0.955891  -1.567684
H  -0.504181  -0.090229  -0.259715
O  1.935832  -1.053756  -0.005930
O  0.009568  -4.774644  -2.891862
H  1.732439  -0.174524  -0.368910
O  -5.231885  -3.172013  -0.212213
H  4.153766  -1.787683  -1.751874
H  -0.561134  -1.890227  -1.862145
H  -2.579364  -0.436659  3.338874
N  -2.916365  3.582045  -2.360917
H  1.752149  1.976263  0.496528
H  -3.243879  2.668073  -2.607500
H  -2.114626  5.837680  -1.962013
O  -1.685443  -0.253472  3.641822
C  -3.450221  -1.569538  -0.171510
H  -1.334094  1.144086  -1.206046
O  -3.344830  -1.808705  1.234727
Li  -0.091730  1.609616  -3.370957
H  -4.867403  -3.393872  0.650405
N  -1.451148  5.344460  -2.529206
H  -1.076271  -1.904780  2.519667
C  -1.722412  4.049549  -2.799133
H  0.950408  -2.223985  3.300569
O  1.515018  -0.305493  3.720470
N  2.466914  2.036618  1.202826
C  2.005994  2.561329  2.378952
C  -0.395871  0.914312  -0.683588
H  0.239740  -1.593908  4.713591
H  4.837831  0.878931  -1.481440
H  -3.137902  -0.546545  -0.426923
C  0.496259  -1.304094  3.688262
N  -0.817184  -2.856557  -1.955574
H  -0.430356  -0.328328  1.997389
O  0.863693  2.370680  2.756333
Li  2.222178  0.297182  -2.547177
O  -0.921481  3.335158  -3.425007
H  1.485040  -2.765823  -0.949001
O  4.139721  0.285304  -1.764495
C  -0.718425  -0.924824  2.872661
H  -0.565056  5.678564  -2.859141
H  -2.741595  -2.237722  -0.675135
H  1.098293  0.512540  3.414218
H  3.664478  -2.026805  0.640822
C  -4.885342  -1.825813  -0.544821
H  -0.238125  1.638913  0.118144
H  5.196496  -1.056828  -0.603170
C  0.190076  -3.762447  -2.243086
C  3.323927  -1.082022  0.196977
H  -3.449832  4.130154  -1.709566
H  3.792077  3.484905  2.782766
N  1.387178  -3.497130  -1.633530
H  -2.436875  -1.605129  1.483924

Cartesian forces, eV/Å:
N -0.3 0.5 -0.3
H 0.3 0.0 0.5
H -0.2 0.6 -0.4
H 0.0 0.3 -0.2
H 0.1 0.6 -0.4
C 1.7 0.2 0.9
H 0.0 -0.1 0.1
H 0.1 0.4 0.2
H 0.0 0.4 0.0
O 0.5 -0.2 -1.7
H -0.1 0.1 0.2
O 0.3 0.0 -0.2
O -0.1 0.4 -0.1
H -0.5 0.0 0.1
O 0.1 -0.2 -0.5
H -0.7 0.1 -0.1
H -0.3 0.1 0.1
H 0.0 -0.1 -0.1
N 0.2 0.4 0.2
H 0.2 -0.2 -0.2
H 0.1 -0.1 0.0
H 0.4 0.7 -0.1
O 0.0 0.3 0.3
C 0.5 0.1 0.0
H -0.1 0.1 0.1
O 0.0 0.4 -0.2
Li -0.3 0.7 1.0
H 0.0 0.2 0.1
N -0.3 -1.2 -0.1
H -0.2 0.1 0.0
C -0.2 -0.1 0.1
H 0.0 0.2 -0.4
O -0.4 -0.1 -0.2
N -0.7 0.3 -0.9
C 1.1 -1.2 1.2
C 0.5 -0.1 -0.6
H -0.5 0.4 0.0
H 0.0 0.0 0.0
H -0.2 0.1 0.1
C 1.0 -0.1 0.4
N 0.4 -0.4 -0.1
H 0.2 0.0 0.1
O -0.3 0.6 -0.4
Li 0.0 0.2 1.1
O 0.2 -0.7 -0.2
H 0.3 0.0 0.0
O -1.2 -0.3 -0.3
C -0.1 -0.9 -0.1
H -0.1 0.5 0.3
H -0.4 -0.1 -0.1
H 0.2 0.2 0.2
H -0.7 -0.3 -0.2
C -0.2 -1.2 1.1
H -0.4 -0.1 0.2
H 0.0 0.0 -0.3
C -0.1 -0.7 0.5
C 0.7 -0.5 0.4
H -0.2 -0.1 -0.1
H 0.0 0.0 0.0
N -0.3 0.2 -0.8
H -0.1 -0.2 0.0

[2]
Entry from OMol25: a 8-piece molecular cluster, C10H36BN18O8 overall (ωB97M-V/def2-TZVPD).

Calculated values
LUMO in eV: -2.7
Highest occupied orbital energy in eV: -11.128
Calculated total energy in Ha: -2015.203111
Orbital gap in eV: 8.4
Charge: +1

Element x y z (Å)
H  0.602010  -1.629964  2.110647
H  0.766671  3.376505  -4.687277
C  -0.111376  -2.308686  2.562282
H  -6.484329  2.428475  0.437379
H  -0.107991  2.582518  -2.646212
H  5.421090  2.761935  8.869779
N  -4.399050  0.307082  -5.992139
H  -6.448543  -3.826547  4.517634
O  3.522032  2.582612  -6.897094
H  5.886056  1.136553  -5.348878
N  5.630483  3.348178  -6.575193
O  1.949665  0.525057  -3.938447
N  0.452160  1.759164  -2.757695
N  -4.349561  -2.877695  2.296766
N  7.114329  0.082112  8.352900
N  -5.736730  1.794664  0.649436
N  2.670909  0.769399  3.264783
H  4.046195  -0.607967  5.818231
H  -4.612121  -1.282632  -7.961803
H  1.907358  2.399705  -5.556616
H  -5.947408  0.832444  0.825411
H  -3.627001  0.445075  1.160387
C  -1.174694  -1.647052  -2.203741
H  -5.347606  0.228413  -6.305515
C  -5.604681  -3.442728  3.966824
O  -4.245422  3.491769  0.475708
C  6.231870  1.083042  8.069951
H  0.828146  -1.734782  -1.954431
N  0.103848  -1.552076  -2.624192
H  0.371206  -1.287483  -3.558285
O  -2.203906  -0.231831  -6.175384
H  1.934336  0.620911  2.603421
N  -2.504610  -2.111474  3.602687
H  -2.928896  -1.663285  -8.063106
O  2.167053  -1.195815  4.289895
N  6.063519  2.013888  9.051362
C  -4.467301  2.316047  0.691449
H  7.617403  0.014502  9.216743
O  -2.121626  -1.176403  1.351719
H  -4.184744  0.929919  -5.235862
H  6.544912  1.987116  9.929624
N  1.304216  2.534238  -4.757725
H  -0.082767  -3.288051  2.065326
H  -6.206501  -3.718743  1.929508
C  -3.353768  -0.360073  -6.568631
H  -2.542067  1.773911  1.023551
H  4.256429  0.609447  -5.597929
H  -4.023940  -2.713106  1.356909
C  2.864708  -0.188476  4.227229
O  5.631538  1.142212  7.006338
H  7.263233  -0.613783  7.646696
B  -1.589393  -1.819168  2.444660
N  -4.509127  -2.950198  4.511990
H  0.149917  -2.492660  3.602569
C  -3.719713  -2.610778  3.455259
H  6.554825  3.234407  -6.206541
O  -1.451169  -1.945347  -1.034264
H  -1.915456  -1.125753  -4.082679
H  4.452305  0.880480  5.065661
N  4.978120  1.294141  -5.741370
H  -3.083196  -1.433848  -2.843140
H  3.228374  1.598904  3.193250
H  -2.056208  -1.779599  0.570821
N  3.875078  0.061362  5.093068
H  5.405955  4.183235  -7.082522
C  4.641789  2.417390  -6.434866
N  -3.478980  1.419674  0.987777
N  -2.125051  -1.381368  -3.130218
N  -3.678839  -1.170243  -7.615010
C  1.278206  1.547528  -3.829991
H  -2.141839  -1.964000  4.532403
N  -5.558250  -3.421456  2.640707
H  0.407913  1.039052  -2.061985

Cartesian forces, eV/Å:
H 0.2 -0.1 -0.1
H 0.0 0.0 0.0
C -0.9 0.0 0.3
H 0.0 0.0 0.0
H 0.0 0.0 0.0
H 0.0 0.0 0.0
N 0.0 -0.1 0.1
H -0.1 0.0 -0.1
O -0.2 0.1 0.0
H 0.0 0.0 0.0
N 0.0 0.0 0.0
O -0.1 -0.2 0.1
N 0.0 -0.1 0.1
N 0.3 0.1 0.4
N 0.0 0.0 0.0
N -0.1 0.0 0.0
N -0.1 0.0 0.0
H 0.0 0.1 0.1
H 0.0 0.0 0.0
H 0.1 0.1 -0.1
H 0.0 0.0 0.0
H 0.1 0.0 0.0
C 0.1 0.1 -0.3
H 0.0 0.0 -0.1
C 0.4 0.2 0.5
O 0.0 -0.1 0.0
C 0.1 0.0 0.0
H 0.0 0.0 0.0
N 0.0 -0.1 0.1
H 0.1 0.2 0.1
O 0.0 -0.2 0.3
H 0.0 0.0 0.0
N 0.5 0.5 -1.3
H 0.0 0.0 0.0
O 0.0 0.2 -0.1
N 0.0 0.0 0.0
C 0.1 0.1 0.0
H 0.0 0.0 0.0
O -1.1 -1.7 0.8
H 0.0 0.1 -0.1
H 0.0 0.0 0.0
N 0.1 -0.2 0.0
H 0.2 0.1 -0.1
H -0.1 -0.1 0.1
C -0.1 0.1 -0.2
H 0.0 0.0 0.0
H -0.1 0.0 0.1
H -0.2 0.0 -0.1
C 0.1 0.0 0.1
O 0.0 0.0 0.0
H 0.0 0.0 0.0
B 0.7 0.3 0.1
N -0.4 -0.3 -0.6
H 0.3 0.1 0.0
C -0.2 0.3 1.3
H 0.0 0.0 0.0
O -0.2 -0.3 0.2
H 0.0 0.1 -0.1
H 0.0 0.0 0.2
N 0.0 0.0 -0.1
H 0.0 0.0 0.0
H 0.0 0.0 0.0
H 0.9 1.2 -0.8
N -0.1 -0.1 -0.2
H 0.0 0.0 0.0
C 0.1 -0.1 0.2
N -0.1 0.1 0.0
N -0.1 -0.1 0.1
N 0.0 -0.1 0.1
C -0.1 0.2 -0.1
H -0.3 -0.4 0.2
N 0.0 0.0 -0.7
H 0.0 0.0 0.0

[3]
Entry from OMol25: C10H36N2O7 as an isolated structure (ωB97M-V/def2-TZVPD).

Calculated values
LUMO in eV: 0.0
Highest occupied orbital energy in eV: -8.169
ΔE to the lowest compared entry with this formula, charge and spin in kJ/mol: 938.3
Calculated total energy in Ha: -1038.387798
Orbital gap in eV: 8.2
Charge: 0

Element x y z (Å)
O  2.358595  2.264565  -1.732973
O  -0.071965  0.929325  1.117977
H  0.723075  1.939115  1.743197
C  1.887545  2.940195  0.473107
H  -2.664675  0.533455  0.927377
O  -1.742355  -0.015575  -1.415783
H  1.473565  0.933835  -0.547533
H  -1.172605  -0.528035  3.031007
H  -3.125365  -1.210685  5.329827
H  -1.989745  -0.339565  -0.234043
C  2.958875  1.305725  -2.623793
H  -4.381235  -0.143385  5.171577
H  3.881915  0.877855  -2.232603
H  -1.230335  -2.583205  -0.018453
C  -2.183345  -1.383225  1.487507
H  -2.712495  0.555535  5.253077
O  1.701745  -2.044715  -0.385543
H  -2.681105  -0.167795  -1.307133
N  -1.948795  -0.158785  0.758797
H  3.529505  4.282045  -0.365263
H  1.437015  -2.518695  -4.015993
H  -0.037705  -3.398755  -3.733253
H  3.915105  3.258975  0.969527
H  -3.214705  -1.728465  1.415377
H  3.166475  1.862345  -3.537673
H  -0.691395  -0.201625  -1.076803
H  -0.574485  0.162315  1.392567
H  3.162285  1.369475  -0.224583
O  0.191285  -0.423685  -0.780483
H  1.478005  -2.137115  0.540537
C  -2.092975  -1.104955  2.940507
C  -1.080115  -2.341575  1.033757
H  2.309135  0.469965  -2.883483
H  -0.111475  -1.871255  1.202997
N  1.532715  2.524555  1.891037
C  3.116075  3.875465  0.557697
O  -3.302765  -0.365885  3.403617
C  0.351125  -2.425625  -4.033143
H  1.061505  3.446455  -0.026343
H  1.040195  -1.446955  -0.733783
H  -1.118195  -3.330315  1.490967
H  -2.072705  -2.104915  3.373807
C  -0.186805  -1.278405  -3.147563
H  2.898665  4.789425  1.110427
H  -0.102475  -2.239385  -5.006623
O  -1.641215  -1.495835  -3.137783
C  -3.339965  -0.247615  4.866647
C  2.178225  1.762665  -0.479793
H  -1.517525  -0.471815  -2.226663
H  -0.727995  1.616235  0.999587
H  0.352315  -1.343165  -2.202433
H  0.186925  -0.344195  -3.566693
H  2.246665  1.875175  2.188847
H  -1.811395  -2.406955  -2.887773
H  0.389375  0.227435  -0.107393

Cartesian forces, eV/Å:
O 0.4 0.2 -3.1
O 1.8 1.6 1.2
H 1.0 0.4 1.1
C 0.5 -0.2 0.6
H -0.4 0.1 0.6
O -6.5 4.3 -5.4
H 0.9 1.0 0.3
H 0.1 0.1 1.1
H 0.7 -0.1 -0.1
H 0.7 -0.7 3.5
C -0.4 1.1 0.0
H -0.1 0.7 -0.4
H 0.1 0.1 0.3
H 0.4 0.4 -0.2
C -0.9 0.1 0.2
H 0.0 -0.1 -0.1
O 2.8 -2.7 0.6
H -0.9 0.4 -1.2
N -4.0 -1.9 2.0
H -0.4 -0.5 -0.5
H -0.1 0.3 -0.3
H 0.0 0.0 0.4
H 0.2 0.4 0.5
H -0.1 -0.7 -0.7
H 0.1 -0.1 0.0
H 2.2 0.0 1.5
H -1.0 0.0 -0.3
H 0.2 -0.6 0.8
O 3.1 0.3 0.2
H 0.3 -0.2 0.0
C -1.2 0.3 0.7
C -1.0 -0.6 0.1
H -0.3 -0.1 0.2
H -0.3 -0.3 -0.1
N 0.9 1.9 -1.5
C -0.2 -0.1 -0.5
O 1.8 -0.7 0.7
C -0.6 0.6 -0.1
H -0.4 0.4 0.5
H -0.4 0.5 0.2
H 0.0 0.2 0.5
H 0.2 0.2 0.9
C 2.4 -3.6 -1.9
H 0.0 -0.4 0.6
H 0.6 -0.2 -0.4
O 0.9 0.2 -1.5
C -0.6 -0.8 -1.1
C 1.0 -0.3 1.5
H -1.2 -0.5 -1.4
H -0.4 -0.1 -0.1
H -1.3 -0.3 -0.6
H -1.2 0.4 -0.3
H 0.4 -0.1 0.1
H 0.2 -0.2 0.1
H -0.2 0.0 0.6

[4]
Entry from OMol25: a 8-piece molecular cluster, C10H36O8 overall (ωB97M-V/def2-TZVPD).

Calculated values
LUMO in eV: 0.5
Highest occupied orbital energy in eV: -9.975
ΔE to the lowest compared entry with this formula, charge and spin in kJ/mol: 295.5
Calculated total energy in Ha: -1004.384650
Orbital gap in eV: 10.5
Charge: 0

Element x y z (Å)
C  2.321565  35.746434  -4.232047
H  5.234054  19.429694  -6.800216
H  1.681865  36.531209  -4.635793
H  0.667702  26.449695  -4.225148
H  4.521743  18.131094  -7.660658
O  2.933898  35.109215  -5.347980
H  2.981431  18.664336  1.377749
H  1.879178  28.205290  -11.006905
O  6.946907  20.057110  -8.762034
H  4.357201  28.444821  -10.735999
H  2.009704  15.744762  1.629469
H  3.661921  18.412037  3.407212
O  7.601435  26.590458  -3.112575
H  1.093590  26.726997  -5.861065
C  1.521166  26.431666  -4.902912
C  1.560766  34.595875  -3.504473
H  1.565109  24.252989  -5.355752
C  3.120525  17.651529  1.755857
H  7.048250  18.262332  -8.017085
H  -1.433555  20.933122  -1.234917
H  6.123315  18.326662  -9.630636
O  3.106195  17.669106  3.160597
H  2.074871  24.275376  -3.370937
C  2.221259  25.086226  -5.104214
H  2.927119  25.211630  -5.925271
H  7.547960  20.000415  -9.508442
H  6.835429  26.016475  -3.109396
H  4.358506  19.760060  -8.319542
H  4.353717  29.798699  -11.845620
O  -0.837038  21.625374  -0.950000
C  5.040932  19.077246  -7.813421
O  1.616476  29.905921  -12.185815
H  2.035463  33.625917  -3.356308
H  4.042116  17.188379  1.403344
H  8.254975  26.115648  -3.626070
H  7.206026  30.613485  -4.464363
C  6.319790  18.765897  -8.652588
H  0.897589  17.156370  1.496245
H  0.756647  29.627023  -12.509095
H  -1.330847  22.110693  -0.289051
H  1.231765  34.848818  -2.496569
O  2.789932  24.692520  -3.857033
H  1.889409  16.699870  0.221202
H  0.656129  34.331996  -4.052294
O  7.318515  31.502320  -4.801332
C  2.382632  28.871776  -11.707202
C  3.768990  29.297998  -11.073936
H  3.682448  29.909341  -10.175675
H  2.098033  27.262813  -4.497302
H  2.994810  36.256374  -3.542985
H  8.192638  31.760864  -4.509262
C  1.903426  16.780871  1.308093
H  3.562060  34.495088  -4.960852
H  2.519716  28.185569  -12.542917

Cartesian forces, eV/Å:
C -0.6 -1.8 0.3
H 0.5 0.3 -0.3
H -0.3 -0.3 0.1
H -0.1 -0.8 0.1
H -0.3 -0.1 -0.1
O 0.6 0.8 0.0
H 0.3 0.0 -0.3
H -0.4 0.4 0.6
O 0.0 0.2 -1.0
H -0.3 -0.4 -0.3
H -0.1 0.1 0.4
H 0.0 0.0 0.4
O 0.1 0.2 0.1
H 0.1 0.3 -0.2
C -1.1 0.2 -0.6
C -1.1 0.7 0.4
H -0.5 0.4 -0.6
C -2.0 -1.0 -0.4
H -0.4 -1.2 -0.3
H -0.1 -0.2 -0.1
H 0.0 -0.2 0.2
O 0.3 0.3 0.6
H 0.1 0.0 0.1
C -0.7 0.7 1.1
H 0.6 -0.3 0.5
H 0.2 0.3 0.0
H -0.3 -0.1 0.0
H 0.2 0.0 -0.1
H 0.0 0.2 0.2
O 0.2 0.1 -0.1
C 0.2 -1.4 -0.6
O -0.4 2.0 0.2
H 0.9 0.3 -0.4
H 0.1 0.1 -0.3
H 0.2 -0.1 -0.1
H -0.1 -0.3 0.1
C -0.4 2.1 2.1
H 0.3 0.2 0.8
H 0.2 -0.3 0.1
H -0.1 0.2 0.2
H -0.1 0.4 0.1
O 0.9 -0.1 -0.2
H 0.4 0.1 -0.3
H -0.1 0.2 -0.2
O -0.2 0.2 -0.1
C 1.6 -2.0 0.5
C -1.1 -0.1 -0.9
H -0.3 0.3 -0.3
H 0.8 -0.4 -0.4
H 0.5 -0.2 -0.1
H 0.2 0.1 0.1
C 0.8 0.1 -1.0
H 0.2 -0.2 -0.3
H 0.8 -0.2 -0.2